Record 1
Density functional theory data (ωB97M-V/def2-TZVPD) for 2 unconnected molecules or ions with the total composition C3H5O2S at a distorted geometry.

Geometry as ORCA input:
```
! RIJCOSX wB97M-V def2-TZVPD def2/J DEFGRID3
* xyz -1 1
C 0.950 0.163 -0.586
C 2.241 0.232 -0.484
C -0.119 1.218 -0.477
O -1.483 -2.338 2.588
O -2.178 -1.736 0.377
S -1.158 -2.342 1.147
H 0.653 -0.812 -0.850
H 2.572 1.254 -0.200
H -0.797 1.414 -1.418
H -0.863 0.738 0.066
H 0.180 2.209 -0.163
*
```

Output
* F_max: 3.75 eV Å⁻¹
* Kohn-Sham gap (alpha / beta): 8.2 / 3.1 eV
* HOMO level (alpha / beta): -4.418 / -1.175 eV

natural (NBO) atomic charge list, values in e, 2 entries: C -0.368; C -0.338

=====

Record 2
Density functional theory data (ωB97M-V/def2-TZVPD) for a single CF2O3S molecule at a distorted geometry.

Geometry as ORCA input:
```
! RIJCOSX wB97M-V def2-TZVPD def2/J DEFGRID3
* xyz 0 1
O 1.551 1.308 0.354
C 0.899 0.495 -0.163
F 1.662 -0.824 -0.745
S -0.726 -0.235 0.068
O -0.502 -0.779 1.344
O -1.121 -1.027 -1.060
F -1.764 1.064 0.202
*
```

Output
* SMILES string: O=C(F)S(=O)(=O)F
* F_max: 4.39 eV Å⁻¹
* Kohn-Sham gap: 11.7 eV
* HOMO level: -13.085 eV

natural (NBO) atomic charge list, values in e, 2 entries: O -0.374; C 0.580

=====

Record 3
Density functional theory data (ωB97M-V/def2-TZVPD) for 2 unconnected molecules or ions with the total composition C2H9NO at a distorted geometry.

Geometry as ORCA input:
```
! RIJCOSX wB97M-V def2-TZVPD def2/J DEFGRID3
* xyz 0 1
N 1.742 -0.698 -0.353
C 1.262 0.667 -0.258
O 0.769 1.111 0.983
H 2.558 -0.844 0.195
H 1.084 -1.448 -0.389
H 2.201 1.204 -0.455
H 0.542 0.891 -1.034
H 1.285 0.729 1.732
C -2.274 -0.301 -0.048
H -2.249 -0.200 -1.138
H -1.351 -0.828 0.177
H -3.154 -0.923 0.120
H -2.415 0.640 0.467
*
```

Output
* SMILES string: NCO.C
* F_max: 2.24 eV Å⁻¹
* Kohn-Sham gap: 10.6 eV
* HOMO level: -9.678 eV

natural (NBO) atomic charge list, values in e, 2 entries: N -0.866; C 0.087

=====

Record 4
Density functional theory data (ωB97M-V/def2-TZVPD) for a molecular structure, C31H42BrN2O9P2Re.

Geometry as ORCA input:
```
! RIJCOSX wB97M-V def2-TZVPD def2/J DEFGRID3
* xyz 1 4
Re -0.132 -0.151 0.492
C 0.978 -1.709 1.574
C 1.668 -1.874 0.360
C 2.625 -0.734 0.265
C 2.382 0.086 1.339
C 1.260 -0.401 2.122
C 0.995 0.005 3.567
C -0.349 -0.545 4.046
C 0.995 1.533 3.697
C 2.131 -0.588 4.408
C 3.761 -0.438 -0.706
C 5.003 -1.224 -0.245
C 3.428 -0.765 -2.168
C 4.142 1.052 -0.650
C 1.536 -3.177 -0.437
C 0.906 -2.956 -1.814
C 0.627 -4.179 0.297
C 2.907 -3.854 -0.575
H 0.280 -2.411 1.992
H 2.862 1.031 1.522
H -1.172 -0.153 3.444
H -0.511 -0.247 5.081
H -0.374 -1.634 4.014
H 0.184 1.969 3.116
H 1.941 1.971 3.374
H 0.851 1.817 4.739
H 2.163 -1.674 4.310
H 1.976 -0.345 5.459
H 3.098 -0.186 4.105
H 4.856 -2.298 -0.263
H 5.276 -0.936 0.771
H 5.839 -0.984 -0.902
H 3.283 -1.828 -2.346
H 4.257 -0.444 -2.796
H 2.538 -0.228 -2.497
H 4.537 1.345 0.322
H 3.304 1.698 -0.901
H 4.932 1.235 -1.376
H -0.154 -2.736 -1.688
H 0.983 -3.874 -2.396
H 1.370 -2.149 -2.380
H -0.385 -3.794 0.421
H 1.031 -4.459 1.270
H 0.559 -5.083 -0.306
H 3.566 -3.332 -1.260
H 2.764 -4.862 -0.965
H 3.399 -3.937 0.395
O -3.719 2.138 1.006
P -2.365 1.857 0.274
O -1.879 2.984 -0.521
O -1.354 1.249 1.299
O -2.619 0.535 -0.641
P -2.976 -0.964 -0.156
O -4.016 -0.713 1.030
O -3.467 -1.809 -1.233
O -1.653 -1.420 0.549
H -4.076 1.369 1.473
H -4.801 -1.267 0.937
C -1.029 -0.591 -2.978
O -0.116 0.041 -2.050
C 0.398 1.240 -2.500
C 0.502 1.584 -3.838
C 1.009 2.830 -4.183
Br 1.169 3.271 -6.009
C 1.363 3.760 -3.222
C 1.243 3.420 -1.882
C 0.814 2.140 -1.543
O 0.806 1.723 -0.218
C 1.487 4.375 -0.790
N 2.548 5.080 -0.580
C 2.312 5.757 0.614
C 3.125 6.654 1.296
C 2.637 7.191 2.472
C 1.373 6.846 2.964
C 0.556 5.946 2.302
C 1.052 5.411 1.125
N 0.533 4.475 0.232
H -1.752 0.144 -3.328
H -1.550 -1.378 -2.445
H -0.468 -1.015 -3.809
H 0.194 0.904 -4.618
H 1.705 4.745 -3.502
H 0.747 2.522 0.372
H 4.098 6.918 0.907
H 3.238 7.898 3.025
H 1.027 7.297 3.883
H -0.421 5.683 2.681
H -0.462 4.350 0.032
*
```

Output
* F_max: 0.98 eV Å⁻¹
* expectation value of S²: 3.79
* Kohn-Sham gap (alpha / beta): 7.0 / 6.4 eV
* HOMO level (alpha / beta): -10.991 / -10.990 eV

Löwdin atomic charge list, values in e, 2 entries: Re 1.787; C -0.137